{"formula": "C4H3NOS", "method": "the ωB97M-V functional and the def2-TZVPD basis", "e_above_lowest_kcal_mol": 102.9, "homo_lumo_gap_ev": 7.7241, "energy_ha": -682.206698, "elements": ["C", "C", "C", "S", "C", "N", "O", "H", "H", "H"], "positions_angstrom": [[-1.205, -1.611, -1.269], [-1.049, -0.827, -0.400], [-0.697, 0.047, 0.687], [-2.038, 0.433, 1.589], [0.675, 0.363, 1.100], [1.569, 0.968, 0.479], [1.288, 1.278, -0.843], [-1.397, -2.223, -2.195], [0.598, 0.039, 2.161], [2.255, 1.532, -1.309]], "mulliken_charge": [0.30, -0.47, -0.09, -0.18, 0.11, -0.36, -0.38, 0.40, 0.30, 0.37]}

{"formula": "C11H13BClF2NO6", "method": "the ωB97M-V functional and the def2-TZVPD basis", "homo_lumo_gap_ev": 7.9038, "energy_ha": -1618.114847, "elements": ["C", "C", "O", "C", "C", "O", "C", "C", "C", "C", "Cl", "C", "N", "H", "H", "H", "H", "H", "H", "H", "H", "H", "H", "H", "H", "H", "B", "O", "C", "O", "C", "O", "O", "F", "F"], "positions_angstrom": [[-0.906, 1.436, 2.755], [-1.969, 0.463, 2.272], [-1.492, -0.859, 2.034], [-0.960, -1.526, 3.156], [0.520, -1.878, 2.930], [0.758, -2.073, 1.531], [1.194, -1.035, 0.828], [2.424, -0.441, 0.939], [2.741, 0.626, 0.109], [1.813, 1.069, -0.825], [2.107, 2.367, -1.892], [0.590, 0.452, -0.901], [0.327, -0.569, -0.085], [0.035, 1.308, 2.221], [-0.712, 1.332, 3.824], [-1.269, 2.453, 2.611], [-2.814, 0.446, 2.966], [-2.364, 0.800, 1.313], [-1.530, -2.435, 3.358], [-1.025, -0.905, 4.051], [1.165, -1.096, 3.334], [0.790, -2.812, 3.418], [3.112, -0.839, 1.671], [3.711, 1.097, 0.181], [-0.175, 0.763, -1.588], [-0.592, -1.002, -0.129], [0.363, -0.293, -4.887], [-0.595, 0.568, -5.645], [-1.525, 1.058, -4.855], [-2.423, 1.793, -5.148], [-1.246, 0.531, -3.429], [-1.853, 0.791, -2.416], [-0.183, -0.233, -3.471], [1.640, 0.235, -4.898], [0.344, -1.593, -5.330]], "mulliken_charge": [-0.94, -0.42, -0.36, -0.42, -0.59, -0.47, 0.26, -0.38, -0.41, 0.34, -0.17, -0.96, 0.30, 0.17, 0.35, 0.36, 0.37, 0.37, 0.36, 0.32, 0.36, 0.38, 0.52, 0.49, 0.78, 0.39, 0.52, -0.44, 0.37, -0.57, 0.82, -0.72, -0.31, -0.34, -0.31]}

{"formula": "C24H24IN5O8S3Y", "method": "the ωB97M-V functional and the def2-TZVPD basis", "e_above_lowest_kcal_mol": 22.2, "charge": -1, "homo_lumo_gap_ev": 7.0964, "energy_ha": -3335.504290, "elements": ["Y", "C", "O", "C", "C", "C", "C", "C", "C", "N", "N", "C", "C", "O", "C", "C", "C", "C", "C", "C", "C", "C", "H", "H", "H", "H", "H", "H", "H", "H", "H", "H", "H", "H", "H", "O", "S", "O", "O", "O", "I", "C", "C", "N", "N", "C", "H", "H", "H", "O", "S", "C", "C", "C", "C", "H", "H", "H", "H", "H", "H", "H", "H", "O", "S", "N"], "positions_angstrom": [[0.070, 0.333, -0.372], [-2.261, -0.459, -3.374], [-2.377, 0.016, -2.040], [-3.302, -0.588, -1.250], [-4.241, -1.511, -1.693], [-5.111, -2.092, -0.778], [-5.058, -1.760, 0.566], [-4.129, -0.828, 1.008], [-3.256, -0.243, 0.107], [-2.233, 0.669, 0.475], [-2.483, 1.311, 1.528], [-1.618, 2.304, 1.928], [-0.723, 2.951, 1.039], [-0.447, 2.527, -0.135], [-0.131, 4.190, 1.487], [-0.321, 4.659, 2.738], [-1.160, 3.978, 3.675], [-1.336, 4.463, 4.984], [-2.159, 3.817, 5.870], [-2.827, 2.654, 5.459], [-2.665, 2.158, 4.190], [-1.829, 2.810, 3.258], [-3.172, -0.241, -3.937], [-2.061, -1.533, -3.380], [-1.414, 0.066, -3.801], [-4.283, -1.796, -2.733], [-5.826, -2.827, -1.126], [-5.726, -2.234, 1.273], [-4.043, -0.562, 2.052], [0.499, 4.701, 0.768], [0.165, 5.575, 3.058], [-0.804, 5.362, 5.278], [-2.288, 4.194, 6.877], [-3.471, 2.128, 6.154], [-3.166, 1.248, 3.891], [1.506, 0.625, 1.913], [1.347, -0.842, 1.711], [1.979, -1.684, 2.685], [-0.148, -1.020, 1.572], [1.822, -1.073, 0.285], [-1.946, -6.150, -0.441], [-1.068, -4.364, -0.944], [-0.023, -4.165, -1.821], [0.219, -2.849, -1.831], [-0.615, -2.176, -1.029], [-1.413, -3.083, -0.491], [0.565, -4.850, -2.407], [0.954, -2.358, -2.345], [-2.163, -2.797, 0.228], [2.251, 1.685, -0.580], [3.501, 1.480, 0.227], [4.755, 2.311, -0.783], [4.540, 3.803, -0.559], [4.422, 3.945, 0.958], [3.480, 2.836, 1.440], [4.612, 1.961, -1.804], [5.736, 1.984, -0.423], [3.606, 4.099, -1.041], [5.347, 4.407, -0.977], [4.058, 4.927, 1.262], [5.411, 3.815, 1.408], [2.432, 3.132, 1.438], [3.706, 2.439, 2.427], [2.367, -1.496, -3.360], [2.006, -0.099, -3.031], [0.657, 0.202, -2.553]], "mulliken_charge": [1.13, -1.15, -0.27, 0.39, -0.63, -0.70, -0.77, -0.28, 0.64, 0.95, -0.95, 0.08, 1.36, -1.17, -0.74, -0.87, 0.84, -0.93, -0.48, -0.75, -0.38, 0.46, 0.42, 0.38, 0.26, 0.39, 0.39, 0.37, 0.41, 0.44, 0.33, 0.36, 0.37, 0.39, 0.43, -0.44, 0.71, -0.74, -0.44, -0.50, 0.03, -1.04, -0.21, -0.09, 0.97, -0.42, 0.45, 0.05, 0.62, -0.65, 0.46, -0.75, -0.55, -0.67, 0.18, 0.40, 0.37, 0.22, 0.40, 0.34, 0.29, -0.62, 0.56, -0.73, 0.19, -0.10]}